The following is a DFT calculation (ωB97M-V/def2-TZVPD) of an isolated ion of composition C3H6NO2 and charge -1.

```
12
Properties=species:S:1:pos:R:3:forces:R:3:mulliken_charge:R:1
C -1.1495 -1.0909 -1.2265 -1.442 2.105 0.461 -1.019
C 0.0071 -0.0280 -1.2371 0.251 -3.559 4.168 0.468
O 1.0013 -0.3313 -1.8712 0.177 1.157 -2.337 -0.624
N 0.1135 0.6374 -0.0360 -1.214 1.452 0.969 -0.238
C -0.2807 0.5845 1.6471 0.341 -3.309 2.928 -0.238
O 0.7067 0.3221 2.5459 -1.586 1.187 -2.964 -0.791
H -2.1843 -0.7173 -1.4217 0.567 0.470 0.937 0.269
H -1.1061 -1.6987 -2.0523 1.051 -1.855 -1.922 0.391
H -1.1412 -1.6865 -0.3065 0.123 0.399 -0.118 0.236
H 0.3792 1.5999 -0.0306 1.105 0.211 -0.702 0.215
H -1.0950 -0.2216 1.8470 0.617 0.883 -1.294 0.138
H -0.7720 1.5428 1.7179 0.008 0.858 -0.126 0.193
```
Forces are in eV/Å.

Computed properties:
SMILES = CC(=O)NC[O-]
charge = -1
orbital gap = 0.26937 hartree



The following is a DFT calculation (ωB97M-V/def2-TZVPD) of an isolated ion of composition C3H6NO2 and charge -1.

```
12
Properties=species:S:1:pos:R:3:forces:R:3:mulliken_charge:R:1
O -1.3360 1.7723 -1.3028 -0.008 0.092 0.056 -0.562
C -0.4029 1.1031 -0.9011 -0.280 -0.082 -0.257 0.101
C -0.0946 0.9444 0.5724 0.333 -0.179 -0.249 -0.511
N 0.1579 -0.4108 1.0639 -0.351 -0.332 -0.164 -0.444
C 0.5090 -1.3795 -0.0757 0.213 0.238 0.200 -0.570
O 1.6111 -1.0691 -0.7119 0.050 -0.027 0.065 -0.830
H 0.2924 0.6277 -1.6116 0.108 -0.093 0.176 0.430
H -0.9233 1.4109 1.1023 0.082 0.157 0.206 0.330
H 0.8253 1.5381 0.7034 -0.152 0.066 0.098 0.181
H -0.7160 -0.7822 1.4414 0.064 0.215 -0.018 0.279
H -0.4018 -1.3926 -0.7514 -0.160 -0.022 0.039 0.281
H 0.4789 -2.3624 0.4711 0.100 -0.034 -0.153 0.314
```
Forces are in eV/Å.

Computed properties:
SMILES = O=CCNC[O-]
charge = -1
orbital gap = 0.25868 hartree



The following is a DFT calculation (ωB97M-V/def2-TZVPD) of an isolated ion of composition C3H6NO2 and charge -1.

```
12
Properties=species:S:1:pos:R:3:forces:R:3:mulliken_charge:R:1
C 1.4983 0.1348 -0.5824 0.087 0.232 0.492 -1.030
C 0.4263 -0.5177 0.2996 -0.120 0.299 -0.403 -0.432
N -0.9287 -0.3461 -0.1358 0.624 -0.100 -0.233 -0.209
C -1.8329 0.5821 0.4742 0.234 -0.944 0.218 0.535
O -1.3059 1.3533 1.3005 -0.168 0.443 0.098 -0.750
O -3.0202 0.4069 0.1380 -0.381 0.498 -0.166 -0.780
H 2.4196 0.2708 0.0075 -0.095 -0.070 -0.243 0.294
H 1.1518 1.1224 -0.8942 0.016 -0.062 0.006 0.277
H 1.7340 -0.4562 -1.4580 0.038 -0.146 -0.347 0.282
H 0.4804 -0.0424 1.2585 -0.031 0.270 0.617 0.303
H 0.6637 -1.5700 0.4510 0.055 -0.333 -0.060 0.336
H -1.2864 -0.9379 -0.8589 -0.259 -0.088 0.019 0.172
```
Forces are in eV/Å.

Computed properties:
SMILES = CCNC(=O)[O-]
charge = -1
orbital gap = 0.29446 hartree



The following is a DFT calculation (ωB97M-V/def2-TZVPD) of a 2-piece molecular cluster, C3H6NO2 overall.

```
12
Properties=species:S:1:pos:R:3:forces:R:3:lowdin_spin:R:1
C -0.8279 -1.8567 1.9593 1.513 -1.496 -0.349 0.516
C -0.7802 -0.8068 1.0853 -2.507 3.831 2.475 0.104
N -1.4011 0.3730 1.4199 2.147 -0.866 -2.256 0.249
H -1.7151 -2.1408 2.4874 -0.054 0.035 0.557 0.027
H 0.1398 -2.4045 2.0078 -1.181 -0.108 0.067 0.024
H -0.1920 -0.6890 0.2421 1.722 0.036 -1.848 0.002
H -1.8183 0.5260 2.3178 -0.219 -0.079 0.271 0.005
H -0.9987 1.2010 0.8925 -0.617 -1.076 0.512 0.002
O 1.2237 0.0931 -2.5313 -0.737 2.545 2.155 0.010
C 0.9014 1.0319 -1.7191 -0.067 -2.306 -0.814 0.002
O 1.0695 1.0045 -0.4177 -1.184 0.467 -2.101 0.057
H 0.2860 1.9046 -2.2483 1.185 -0.983 1.330 0.003
```
Forces are in eV/Å.

Computed properties:
spin multiplicity = 2
expectation value of S² = 0.77
orbital gap (spin up / spin down) = 0.25720 / 0.14836 hartree



The following is a DFT calculation (ωB97M-V/def2-TZVPD) of an isolated ion of composition C3H6NO2S and charge -1.

```
13
Properties=species:S:1:pos:R:3:forces:R:3:mulliken_charge:R:1
C 0.5663 -1.4434 -1.8283 1.746 0.151 -0.008 -0.528
C 0.1456 -1.0178 -0.6370 -0.667 2.231 -2.020 -0.551
S -0.8730 0.5777 -0.2048 -0.616 1.433 -0.814 1.015
O -0.9644 1.3812 -1.4151 0.526 0.031 -0.571 -0.696
O -2.1476 -0.0534 0.1337 0.502 -0.720 0.584 -0.667
C -0.3072 1.6944 1.1546 2.412 -1.345 -1.931 -0.480
N 0.3832 0.8261 2.1426 -0.350 -1.596 0.829 -0.593
H 1.0825 -2.4464 -2.0745 -1.123 1.448 0.816 0.235
H 0.7729 -0.6703 -2.5897 -0.781 -0.470 0.095 0.236
H 0.0834 -1.4996 0.2485 -0.007 -2.420 2.372 0.398
H 0.5631 2.2672 0.5742 -1.637 -0.992 1.041 0.159
H 1.0314 0.0620 1.7682 -1.089 1.454 0.488 0.228
H -0.3363 0.3223 2.7275 1.085 0.796 -0.882 0.245
```
Forces are in eV/Å.

Computed properties:
SMILES = C=C[S@@](=O)([O-])=CN
charge = -1
orbital gap = 0.26371 hartree



The following is a DFT calculation (ωB97M-V/def2-TZVPD) of a 2-piece molecular cluster, C3H6NO3 overall.

```
13
Properties=species:S:1:pos:R:3:forces:R:3:mulliken_charge:R:1
O 2.1266 -0.7359 0.2809 0.496 0.323 -0.107 -0.408
C 1.7180 -1.5645 -0.4779 -0.630 -0.480 0.262 0.121
C 0.5697 -1.3807 -1.4250 0.093 0.249 -0.086 -0.840
H 2.1250 -2.6027 -0.4102 0.069 -0.021 -0.184 0.290
H -0.3042 -1.8723 -0.9962 0.005 -0.118 0.111 0.234
H 0.7711 -1.8311 -2.4031 0.084 0.066 0.064 0.347
H 0.2901 -0.3294 -1.4670 0.051 -0.034 -0.120 0.240
N -1.4505 2.4504 1.0386 0.171 0.163 -0.301 -0.530
C -0.8329 1.1514 1.1158 -0.473 -0.394 0.118 0.618
O -0.0567 0.9621 2.0632 0.227 0.233 0.279 -0.720
O -1.1853 0.3433 0.2188 -0.083 0.143 -0.191 -0.753
H -2.3385 2.4399 0.5618 0.039 -0.017 0.072 0.207
H -1.4322 2.9695 1.9004 -0.049 -0.113 0.083 0.194
```
Forces are in eV/Å.

Computed properties:
charge = -1
orbital gap = 0.28634 hartree



The following is a DFT calculation (ωB97M-V/def2-TZVPD) of an isolated ion of composition C3H6NO4P and charge -2.

```
15
Properties=species:S:1:pos:R:3:forces:R:3:mulliken_charge:R:1
C 0.1005 0.7043 -1.6250 -0.039 0.740 1.406 -0.730
P -1.4834 0.5847 -0.8083 -0.671 1.647 0.601 0.921
O -2.1587 -0.6984 -1.1556 -0.409 -0.620 -0.620 -0.806
O -2.2494 1.8958 -0.8268 0.255 -0.447 -0.374 -0.846
O -1.1665 0.4589 0.8463 -1.143 2.117 -0.853 -0.418
C -0.4856 -0.6440 1.1678 1.298 -3.426 -2.624 -0.421
C 1.0105 -0.4340 1.1119 0.346 -0.370 -0.822 -0.666
N 1.7711 -0.7400 -0.2298 -0.637 1.599 1.541 -0.187
O 2.9006 -0.1411 -0.1334 -0.214 -0.480 -0.455 -0.551
H 0.5692 1.7036 -1.5075 -0.055 -0.685 -0.034 0.136
H 0.0368 0.3703 -2.6364 0.233 -0.431 -0.669 0.272
H -0.7627 -1.4792 0.3552 0.596 1.116 1.826 0.285
H -0.7590 -1.0141 2.1313 -0.380 -0.276 1.041 0.317
H 1.2121 0.5657 1.5159 0.321 0.102 -0.491 0.206
H 1.4643 -1.1325 1.7943 0.499 -0.586 0.527 0.488
```
Forces are in eV/Å.

Computed properties:
SMILES = C=P([O-])([O-])OCCN=O
charge = -2
orbital gap (spin up / spin down) = 0.20214 / 0.23669 hartree



The following is a DFT calculation (ωB97M-V/def2-TZVPD) of an isolated ion of composition C3H6NOS and charge +1.

```
12
Properties=species:S:1:pos:R:3:forces:R:3:mulliken_charge:R:1
C -0.2285 -0.1350 -1.3173 1.912 -1.514 0.684 -0.730
N -0.9430 0.0682 0.0527 3.196 1.301 -2.066 0.293
C -0.1457 0.1411 1.2440 0.236 -3.331 4.473 -0.881
S -2.3686 1.1379 0.0797 -0.984 1.813 -0.601 0.040
C -2.1963 -0.5150 -0.0823 -1.472 0.337 1.663 0.416
O -2.6227 -1.5719 -0.1253 -1.200 -2.905 -0.495 -0.290
H 0.9084 -0.1369 -1.0472 -2.159 0.265 -0.875 0.334
H -0.4926 -1.1929 -1.7608 0.305 2.163 1.085 0.342
H -0.5719 0.6809 -1.9464 0.389 -0.120 -0.182 0.327
H 0.6367 0.8643 1.4502 -0.612 1.072 -1.078 0.404
H -0.8218 0.0328 2.1887 0.865 0.737 -1.821 0.329
H 0.4478 -0.7917 1.3950 -0.477 0.182 -0.787 0.415
```
Forces are in eV/Å.

Computed properties:
SMILES = C[N+]1(C)SC1=O
charge = +1
orbital gap = 0.38002 hartree



The following is a DFT calculation (ωB97M-V/def2-TZVPD) of a 2-piece molecular cluster, C3H6NOS2 overall.

```
13
Properties=species:S:1:pos:R:3:forces:R:3:mulliken_charge:R:1
C -3.6262 0.2547 -0.0355 -2.934 0.482 -2.875 -0.191
C -0.2846 -0.5166 -1.7891 0.292 0.779 1.218 -0.114
C 3.2146 0.1311 1.0061 -0.178 1.695 -0.236 -0.805
N -2.5437 0.1204 0.4864 3.025 -0.476 -0.057 0.506
O -1.4526 -0.0324 0.8871 -0.617 0.205 1.072 -0.402
S 0.6317 -0.2397 -0.6175 0.520 -0.322 0.179 0.160
S 2.9061 -0.3772 -0.6809 -0.796 0.226 -0.538 -0.023
H -3.8479 0.4032 -1.1877 0.860 -0.278 2.283 0.256
H -4.4819 0.2106 0.6272 -0.311 0.062 0.118 0.293
H -0.3282 -0.5213 -2.8244 -0.039 -0.518 -1.775 0.364
H 2.3414 0.6293 1.4871 0.847 0.623 -0.726 0.280
H 4.2127 0.6449 1.0535 -1.291 -0.001 -0.058 0.309
H 3.2586 -0.7071 1.5876 0.624 -2.475 1.396 0.366
```
Forces are in eV/Å.

Computed properties:
charge = +1
orbital gap (spin up / spin down) = 0.28104 / 0.15704 hartree



The following is a DFT calculation (ωB97M-V/def2-TZVPD) of a 2-piece molecular cluster, C3H6NP overall.

```
11
Properties=species:S:1:pos:R:3:forces:R:3:mulliken_charge:R:1
C -0.8234 1.3562 -0.6532 -1.996 -0.012 -0.291 0.413
C 1.4791 0.3963 -0.1624 -1.519 -0.572 -1.802 -0.713
C 0.0565 0.7511 0.2272 0.874 -0.256 1.691 -0.505
N -1.7925 1.6589 -1.2266 0.989 0.340 -0.019 -0.424
P -1.3799 -1.8150 -0.1650 -0.743 0.619 -0.520 -0.018
H 1.5335 -0.7105 -0.1797 0.191 0.459 -0.543 0.182
H 1.7827 0.8779 -1.1412 -0.427 -0.874 1.056 0.315
H 2.1658 0.6623 0.5704 1.166 0.799 1.440 0.329
H -0.1980 0.8496 1.3329 0.292 -0.206 -1.682 0.333
H -2.5275 -1.8790 0.7531 1.204 0.017 -0.147 0.065
H -0.2964 -2.1478 0.6445 -0.031 -0.314 0.818 0.024
```
Forces are in eV/Å.

Computed properties:
orbital gap (spin up / spin down) = 0.28833 / 0.28372 hartree



Total energy / eV: -8791.6763 -8792.5203 -8795.1357 -8789.1623 -19625.8029 -10842.2550 -22174.2106 -17570.7388 -28401.3016 -13983.2707
Relative energy (zero: lowest compared OMol25 entry of this formula, charge and spin) / kcal per mole: 81.65 62.19 1.87 61.65 108.97 30.45 85.19 61.82 160.42 58.98